1.
An isolated molecule of C4H10N2OS at a distorted geometry, computed with ωB97M-V/def2-TZVPD.

Its SMILES is [H]/N=C(/CO)N(S)CC. As for the total charge: 0. As for the spin multiplicity: 1.

Last column: Mulliken charge in e.
Positions of all 18 atoms, in Å:
H1 1.567062 -0.058892 -1.292788  0.2689
N1 1.410803 -0.853653 -0.698813  -0.7391
C1 0.292166 -0.939942 -0.105972  0.8018
C2 0.093062 -2.147572 0.762484  -0.5886
O1 1.188312 -3.040406 0.689379  -0.5783
N2 -0.777547 -0.012139 -0.165875  0.0052
S1 -2.112910 -0.118329 0.847527  -0.1670
C3 -0.608053 1.194254 -0.948117  -0.8017
C4 0.166023 2.309927 -0.245061  -0.8592
H2 -0.063905 -1.872577 1.800959  0.2939
H3 -0.847937 -2.673972 0.442929  0.2879
H4 1.803424 -2.561141 0.120133  0.3679
H5 -1.553010 0.483209 1.958168  0.1317
H6 -0.159989 0.900044 -1.932742  0.4157
H7 -1.603757 1.594205 -1.135283  0.2939
H8 1.203973 1.950629 0.077068  0.2502
H9 0.339543 3.238171 -0.846557  0.3388
H10 -0.337260 2.608183 0.672561  0.2781

Cartesian forces, eV/Å:
H -0.1 0.4 -0.1
N -0.1 -0.4 0.0
C -0.5 0.8 0.1
C -0.7 -1.4 0.0
O -0.6 0.5 0.0
N 1.0 -0.7 -0.2
S 0.4 0.3 0.8
C 0.1 0.6 -1.0
C 2.1 -0.1 0.3
H -0.1 0.3 0.2
H 0.7 0.4 0.2
H 0.5 0.0 -0.3
H -0.5 -0.3 -0.5
H -0.3 0.4 0.8
H -0.1 -0.2 -0.3
H -1.3 0.4 -0.5
H -0.4 -0.9 0.2
H -0.2 0.0 0.0

=====

2.
A structure of composition C24H57N3O6S6 at a distorted geometry, computed with ωB97M-V/def2-TZVPD.

As for the total charge: 0. As for the spin multiplicity: 1.

Last column: Mulliken charge in e.
Positions of all 96 atoms, in Å:
C1 -1.214278 2.510330 -3.790142  -1.2266
C2 -1.630628 1.079190 -4.199362  -0.6086
C3 -0.518298 0.069460 -4.604892  1.7187
C4 -1.042358 -1.140820 -5.338932  -0.1269
N1 -1.428158 -2.052330 -5.907472  -0.6678
H1 -0.697248 3.038070 -4.591562  0.3977
H2 -0.643528 2.544260 -2.862142  0.1533
H3 -2.123808 3.110930 -3.802112  0.4503
H4 -2.347418 1.243110 -5.004012  0.6392
H5 -2.224188 0.615820 -3.411282  0.4137
H6 0.114562 -0.256300 -3.779382  -1.5782
H7 0.142252 0.475140 -5.371182  0.5626
C5 2.891532 2.628300 3.467968  -1.6579
C6 1.585042 3.205480 2.963558  0.0768
C7 1.605152 3.350880 1.393088  0.1068
C8 2.114162 2.109220 0.769108  0.2596
N2 2.494982 1.184450 0.245798  -0.2456
H8 3.539032 3.498530 3.360538  0.5208
H9 3.340072 1.845060 2.856868  0.7212
H10 2.792332 2.288190 4.498788  0.3606
H11 1.401372 4.200630 3.368568  0.5576
H12 0.765062 2.549570 3.255968  -0.1168
H13 2.407262 4.053610 1.167498  0.5795
H14 0.615112 3.618730 1.024068  -0.4652
C9 1.418472 0.362790 2.705938  1.6694
C10 1.452802 -1.088470 3.167288  -1.8621
C11 0.026202 -1.769990 3.136348  0.8495
C12 0.064172 -3.159670 3.588428  -0.2759
N3 0.010882 -4.283420 3.946008  -0.7129
H15 2.385082 0.866510 2.712508  -0.1511
H16 0.756792 0.992500 3.300698  0.7766
H17 0.905222 0.307740 1.745908  -1.2526
H18 1.931042 -1.238690 4.135188  0.6960
H19 2.144912 -1.714380 2.603978  0.0803
H20 -0.460958 -1.788050 2.161438  -0.6770
H21 -0.594388 -1.360200 3.933238  0.7635
C13 -2.846068 2.424190 2.583688  -0.7225
S1 -1.046098 2.824610 2.957348  0.2379
O1 -0.320128 1.797800 2.116128  -0.5068
C14 -0.895878 4.432680 2.051708  -1.1846
H22 -3.504038 3.277200 2.749678  0.6931
H23 -3.209718 1.578480 3.167338  0.0873
H24 -2.958428 2.116510 1.544068  0.1952
H25 0.013532 4.930880 2.387648  0.3362
H26 -1.695148 5.041970 2.473648  0.5878
H27 -0.885628 4.331630 0.966448  0.3368
C15 0.548462 1.587350 -1.055072  -1.3063
S2 -0.909768 0.577040 -1.475282  -0.6653
O2 -0.401908 -0.630720 -2.281192  0.6168
C16 -1.484468 0.155550 0.214818  0.2328
H28 1.148032 1.017800 -0.344982  -1.0098
H29 0.362122 2.497220 -0.484532  1.3263
H30 1.040482 1.981440 -1.944282  0.7268
H31 -0.709138 0.250900 0.974998  -0.4776
H32 -1.801478 -0.887230 0.200598  -0.8225
H33 -2.279818 0.803490 0.583198  1.2947
C17 -1.511588 -2.464640 -3.204762  -0.2563
S3 -1.189048 -3.808010 -1.980482  0.0085
O3 0.062162 -4.557420 -2.381722  -0.5280
C18 -0.667078 -2.804770 -0.485692  -0.8349
H34 -1.933738 -2.836240 -4.138462  0.8175
H35 -0.573188 -1.929630 -3.350622  -0.9577
H36 -2.216288 -1.743160 -2.791292  0.2471
H37 -0.115918 -1.908940 -0.771752  -0.1122
H38 -0.011058 -3.283050 0.241608  1.1852
H39 -1.579608 -2.482230 0.015688  0.3096
C19 3.522952 -2.585280 -3.518172  -0.8389
S4 1.808052 -2.286240 -4.100712  0.1105
O4 0.898522 -3.289740 -3.465522  -0.3979
C20 1.592882 -0.776310 -3.102832  -0.2130
H40 4.102232 -1.731200 -3.869032  0.3998
H41 3.896282 -3.449910 -4.066952  0.4448
H42 3.613222 -2.750540 -2.444562  0.0659
H43 0.789522 -0.136260 -3.467592  -0.0497
H44 2.542562 -0.249090 -3.193602  1.0625
H45 1.392392 -1.038440 -2.063982  0.5246
C21 3.611992 -2.237720 1.063688  -1.1052
S5 2.020472 -2.723630 0.250218  0.2958
O5 0.930552 -2.976100 1.297988  -0.6814
C22 1.782772 -1.006660 -0.316682  0.1873
H46 3.513572 -1.419340 1.776888  0.3000
H47 4.374582 -1.991610 0.324778  0.3543
H48 3.949672 -3.131140 1.588918  0.5217
H49 1.901502 -0.302760 0.507048  0.0801
H50 0.769852 -0.899490 -0.704772  -2.0747
H51 2.491862 -0.761140 -1.107252  1.1176
C23 -3.052778 0.099900 2.251138  1.5752
S6 -4.113268 -0.317180 0.774978  0.1801
O6 -3.273518 -1.054450 -0.240122  -0.2697
C24 -5.144928 -1.621970 1.569228  -1.0177
H52 -3.647768 0.105440 3.164398  0.7319
H53 -2.397768 0.929020 1.983518  -3.4492
H54 -2.385178 -0.744340 2.423378  0.4793
H55 -4.500288 -2.485180 1.734768  0.3249
H56 -5.966688 -2.046940 0.992848  0.3761
H57 -5.431118 -1.308590 2.573208  0.3817

Cartesian forces, eV/Å:
C -0.2 -0.4 -0.9
C -0.1 0.0 -0.6
C -2.4 0.5 -3.7
C 0.5 2.2 0.6
N -0.2 -0.3 -1.3
H 0.7 -0.4 -0.1
H -0.4 0.5 -0.3
H -0.2 -0.1 0.9
H 0.2 -0.4 -0.4
H 0.0 0.1 -0.2
H -7.2 -0.5 -4.3
H 0.2 0.6 0.0
C 0.8 1.9 0.1
C 0.6 -0.1 -0.7
C 1.1 -1.1 1.1
C 0.4 3.5 2.3
N 5.2 1.8 0.4
H 0.8 -0.2 0.7
H 0.2 0.8 0.3
H 0.3 0.1 0.0
H 0.4 0.0 0.2
H 1.9 0.9 0.3
H -0.3 0.6 -0.2
H 1.3 -0.2 -0.3
C -0.2 -2.3 1.0
C -0.2 -0.9 0.5
C 0.8 0.2 1.5
C 0.0 -3.9 0.9
N 0.2 3.5 -0.9
H -1.0 -1.6 -0.5
H 0.7 -1.5 0.6
H 0.7 0.2 0.5
H -0.6 0.4 0.7
H -1.0 0.4 -0.1
H 0.1 0.5 0.3
H -0.3 0.9 -0.2
C -0.4 3.6 1.0
S -2.8 -0.1 -1.8
O -3.7 1.7 -0.5
C -0.7 0.3 1.4
H 0.3 0.5 0.2
H 0.5 2.3 0.8
H 0.0 1.5 0.0
H -0.2 -0.2 -0.2
H -0.3 0.0 -0.5
H -0.7 0.0 0.2
C -1.7 -0.5 -0.6
S -1.1 0.4 0.5
O -3.4 3.4 6.1
C 3.9 0.3 0.0
H -2.0 -0.1 -2.5
H -1.1 -0.2 -0.1
H 0.3 -0.8 -0.1
H 0.2 0.1 -0.6
H 1.0 1.1 0.1
H 0.9 0.2 -2.1
C -0.3 -0.9 0.5
S 0.9 -0.3 0.9
O -3.8 -2.9 3.2
C -1.7 -0.1 -2.1
H 0.2 -0.8 0.8
H -1.3 -1.5 -0.5
H -0.3 -0.4 0.3
H -1.2 -1.2 -0.3
H -1.8 -1.3 -1.2
H 0.0 -0.5 -0.1
C -0.1 0.0 -0.7
S 0.6 0.8 0.0
O 3.4 2.7 -3.1
C 3.8 -0.5 -0.3
H 0.1 0.1 0.2
H -0.1 -0.2 0.2
H -0.2 0.1 0.0
H 8.4 0.5 2.8
H 0.3 0.3 0.0
H 0.6 -0.3 -2.5
C 0.0 -0.9 0.3
S 0.7 1.0 0.4
O 4.3 -0.1 0.2
C -0.1 -1.4 1.4
H 0.1 -0.1 -0.5
H -0.3 0.0 -0.3
H 0.0 0.0 0.1
H -0.1 -2.0 -0.1
H 1.0 0.0 0.5
H 0.4 -0.2 1.1
C 0.6 -4.7 -0.6
S -1.1 -1.4 -0.4
O -4.4 -0.8 -0.1
C 0.9 -0.4 0.7
H -0.3 0.3 -0.3
H -0.5 -2.9 0.9
H -0.1 -0.5 -0.2
H 0.5 0.1 -0.1
H 0.0 0.9 -0.3
H -0.4 0.3 -0.2

=====

3.
An isolated molecule of C5H7N3 at a distorted geometry, computed with ωB97M-V/def2-TZVPD.

Its SMILES is CN1[C@@H]2C=NN=C[C@H]21. As for the total charge: 0. As for the spin multiplicity: 1.

Last column: Mulliken charge in e.
Positions of all 15 atoms, in Å:
C1 1.343381 -0.276288 -1.766219  -0.5952
N1 1.130502 0.233126 -0.344656  -0.3590
C2 0.453843 -0.610856 0.675363  -0.2649
C3 -0.881579 -1.277548 0.695227  -0.2684
N2 -1.658615 -0.549663 1.510930  -0.2914
N3 -1.500562 0.780361 1.840313  -0.3300
C4 -0.751198 1.593172 1.071481  -0.2876
C5 -0.067557 0.718190 0.110446  0.1807
H1 1.066983 0.588890 -2.655367  0.2431
H2 0.525634 -1.171380 -1.891975  0.2090
H3 2.511932 -0.805543 -1.713186  0.2688
H4 0.979671 -0.455347 1.586582  0.4181
H5 -1.276411 -2.200023 0.307863  0.4210
H6 -0.978383 2.824192 1.172634  0.2916
H7 -0.897641 0.608717 -0.599437  0.3640

Cartesian forces, eV/Å:
C -0.6 -1.1 0.0
N 2.2 -0.9 -1.5
C -0.2 1.5 -2.1
C -0.4 3.1 2.6
N -0.4 -2.0 -1.5
N 0.8 1.8 -0.6
C -1.2 0.3 2.1
C -1.0 1.0 -0.9
H 1.3 -2.5 2.8
H 2.0 2.0 -0.2
H -3.6 1.9 -0.7
H 0.0 -0.4 0.9
H 0.1 -0.3 0.1
H 0.9 -3.8 -0.4
H -0.1 -0.7 -0.6

=====

4.
A structure of composition C42H35Br2HfN3O8S3 at a distorted geometry, computed with ωB97M-V/def2-TZVPD.

As for the total charge: 0. As for the spin multiplicity: 1.

Last column: Mulliken charge in e.
Positions of all 94 atoms, in Å:
Hf1 0.660706 1.892000 -1.582190  2.9662
O1 -0.800051 2.705639 -5.285350  -0.6735
C1 -0.408908 1.953601 -4.428413  -0.2219
O2 0.564011 2.209945 -3.565960  -0.7055
C2 -1.126869 0.633140 -4.182145  0.0913
C3 -2.104634 0.857897 -3.008066  0.1049
C4 -3.160567 -0.232278 -2.966141  -1.0259
C5 -2.335469 -1.450353 -2.469723  -0.6259
C6 -0.952689 -0.848644 -2.286463  -0.6010
O3 -1.261760 0.533072 -1.846302  -0.3926
C7 -0.253094 -0.562079 -3.619469  0.5393
C8 1.220271 -0.186409 -3.359051  -0.3588
O4 2.056878 -0.275902 -4.208747  -0.6901
O5 1.446421 0.173264 -2.069561  -0.2577
H1 -1.657360 0.384535 -5.093133  0.6407
H2 -2.494481 1.866496 -2.909637  0.4205
H3 -3.603494 -0.383776 -3.948885  0.3893
H4 -3.948946 0.026197 -2.262819  0.3321
H5 -2.307561 -2.271957 -3.183205  0.2927
H6 -2.712374 -1.823077 -1.519771  0.3232
H7 -0.332138 -1.347396 -1.557548  0.3280
H8 -0.249039 -1.415776 -4.288743  0.8513
Br1 4.007438 4.338761 1.016062  -0.1460
C9 2.396049 5.053656 0.359244  -0.0365
C10 1.974985 6.322900 0.810010  -0.3703
C11 0.820426 6.864202 0.347121  -0.1020
Br2 0.307771 8.583820 0.952306  -0.2290
C12 0.014796 6.160998 -0.581024  0.7723
C13 -1.202572 6.630513 -1.124378  -0.6691
C14 -1.866276 5.882199 -2.052679  -1.3450
C15 -1.356579 4.624957 -2.418184  -0.1567
N1 -0.270927 4.126593 -1.890636  -0.1271
C16 0.444270 4.895244 -1.013625  0.1190
C17 1.674493 4.334260 -0.551465  0.7255
O6 2.068304 3.142192 -1.029092  -1.1692
H9 2.590202 6.863667 1.515976  0.4465
H10 -1.588769 7.589941 -0.805944  0.3426
H11 -2.786308 6.233671 -2.503188  0.4000
H12 -1.857263 4.026328 -3.170826  0.4956
S1 4.186988 -1.101941 -1.105812  -0.2172
C18 3.196429 -1.641205 0.077940  0.2255
N2 2.700692 -2.890862 0.209317  0.4265
C19 2.143316 -3.278026 1.508138  -0.2992
C20 2.997732 -2.654485 2.582255  -0.8650
N3 2.930349 -1.200385 2.426047  0.4600
C21 2.926233 -0.400045 3.669179  -2.2029
C22 1.625718 -0.400459 4.444626  0.8878
C23 1.391391 -1.378270 5.411124  -0.2646
C24 0.195260 -1.409969 6.116322  -0.7981
C25 -0.778936 -0.452018 5.866064  -0.5628
C26 -0.545108 0.538380 4.920138  -0.5412
C27 0.648390 0.565732 4.209591  -0.0245
C28 2.794196 -0.683625 1.197150  -0.3429
S2 2.227941 0.848405 0.910177  -0.0463
C29 2.890526 -3.910484 -0.820186  -1.9453
C30 1.686337 -4.062218 -1.721370  0.8611
C31 0.464672 -4.519471 -1.227893  -0.2819
C32 -0.623087 -4.680810 -2.073722  -0.6265
C33 -0.497134 -4.395243 -3.430348  -0.3368
C34 0.713621 -3.934833 -3.926837  -0.5754
C35 1.799120 -3.763085 -3.073708  -0.2813
H13 2.171011 -4.361504 1.588864  0.7699
H14 1.106827 -2.951288 1.624194  -0.3510
H15 4.026632 -3.017035 2.510039  0.2371
H16 2.602532 -2.904899 3.562060  0.4589
H17 3.202245 0.612611 3.395564  0.7748
H18 3.715846 -0.827108 4.290713  0.5483
H19 2.160651 -2.112674 5.636430  0.4415
H20 0.029461 -2.172241 6.869389  0.4045
H21 -1.714576 -0.474112 6.413556  0.4102
H22 -1.296709 1.294513 4.725091  0.3940
H23 0.826188 1.338446 3.467619  0.4026
H24 3.117073 -4.854794 -0.320678  0.5694
H25 3.751347 -3.620206 -1.413701  0.6150
H26 0.358536 -4.764859 -0.174910  0.3702
H27 -1.563467 -5.044034 -1.678456  0.4467
H28 -1.340344 -4.536298 -4.095600  0.4413
H29 0.821591 -3.707832 -4.980650  0.3495
H30 2.738240 -3.380697 -3.462619  0.2937
O7 -5.038861 -2.302286 2.955303  -0.5104
C36 -3.742416 -2.416593 2.580988  0.4720
O8 -3.209547 -3.486601 2.660293  -0.5615
C37 -3.053379 -1.183385 2.079576  0.7143
C38 -3.604896 0.094445 2.108104  -0.8243
C39 -2.895381 1.191752 1.634243  -1.7494
C40 -1.609866 1.040691 1.109361  0.7616
S3 -0.763646 2.468871 0.500620  -0.5399
C41 -1.053669 -0.246138 1.113593  1.5532
C42 -1.764550 -1.333470 1.583883  -0.4395
H31 -5.354214 -1.405786 2.807781  0.2845
H32 -4.596009 0.277859 2.512043  0.2675
H33 -3.338984 2.182537 1.656284  0.4776
H34 -0.040610 -0.377100 0.764461  -1.2709
H35 -1.330625 -2.327901 1.590028  0.4617

Cartesian forces, eV/Å:
Hf -0.7 0.5 1.2
O 0.1 0.1 0.0
C 0.3 -0.1 0.1
O -0.8 0.0 -1.0
C 0.3 -0.3 0.3
C 0.1 -0.2 0.1
C 0.1 -0.2 0.1
C -0.1 0.2 -0.1
C -0.1 0.2 -0.3
O -0.1 -0.3 -0.6
C -0.1 0.4 0.2
C -0.2 -0.6 0.3
O 0.1 0.0 0.1
O 0.5 -1.1 -1.4
H -0.1 -0.1 -0.1
H 0.1 0.1 0.1
H 0.0 0.0 0.0
H 0.0 0.0 0.0
H 0.0 0.0 0.0
H 0.0 0.0 0.0
H 0.1 0.0 0.2
H -0.1 0.0 -0.1
Br 0.0 0.0 0.0
C 0.2 0.1 0.2
C 0.2 -0.1 0.0
C -0.1 0.1 0.0
Br 0.0 0.0 0.0
C -0.3 0.1 -0.2
C 0.0 0.1 0.0
C -0.1 0.0 -0.1
C -0.1 0.0 -0.1
N 0.5 0.3 0.5
C 0.2 0.0 0.0
C 0.2 -0.2 -0.2
O 0.2 1.3 0.4
H 0.0 0.0 0.0
H 0.0 0.0 0.0
H 0.1 0.0 0.0
H 0.0 0.0 0.1
S -0.1 0.0 0.0
C -0.2 0.2 0.0
N -0.1 -0.1 0.2
C 0.1 0.0 -0.2
C 0.0 0.2 0.0
N 0.0 -0.1 0.3
C -0.1 0.0 -0.2
C -0.1 -0.2 -0.2
C 0.0 0.0 0.0
C 0.0 0.0 0.0
C 0.0 0.0 0.0
C 0.0 0.0 -0.1
C 0.0 0.0 0.0
C -0.1 -0.2 0.1
S 0.3 0.0 0.2
C -0.1 0.1 0.1
C 0.0 0.0 0.0
C 0.0 0.0 0.0
C 0.0 0.0 0.0
C 0.1 0.0 0.1
C 0.0 0.0 0.0
C 0.0 0.1 -0.1
H 0.0 -0.1 0.0
H -0.1 0.0 0.0
H 0.1 0.0 0.0
H 0.0 0.0 0.1
H 0.1 0.1 0.0
H 0.0 0.0 0.0
H 0.0 0.1 0.0
H 0.0 0.0 -0.1
H 0.1 0.0 0.0
H 0.0 0.0 0.0
H 0.0 -0.1 0.0
H 0.0 0.0 0.0
H 0.1 0.0 0.0
H 0.0 0.0 -0.1
H 0.0 0.0 0.0
H 0.0 0.0 0.0
H 0.0 0.0 0.0
H -0.1 0.0 0.0
O 0.1 0.0 0.0
C -0.1 0.2 0.0
O 0.2 -0.1 0.0
C -0.2 -0.1 0.1
C 0.0 0.2 0.0
C -0.1 0.0 0.0
C 0.1 -0.1 0.0
S -0.4 -0.3 0.3
C -0.1 0.1 0.0
C 0.2 0.0 0.0
H 0.0 0.1 0.0
H 0.0 0.0 0.0
H 0.0 -0.1 0.0
H 0.0 -0.1 -0.1
H 0.0 0.1 0.0

=====

no.,E (eV),highest occupied orbital energy (eV)
1,-20172.2929,-9.5450
2,-107547.7778,-5.9403
3,-9761.0242,-8.6994
4,-238877.1593,-8.0787